Entry from the Open Molecules 2025 dataset: a structure of composition C44H44BI2N13O4Sr in a non-equilibrium geometry (ωB97M-V with the def2-TZVPD basis set).

ΔE to the lowest compared entry with this formula, charge and spin: 1.221 eV
F_max: 4.006 eV Å⁻¹
Multiplicity: 2
Charge: +1
M: 1171.163 g/mol
Expectation value of S²: 0.781
Frontier orbital gap (alpha / beta): 5.6 / 3.9 eV

Positions of all 109 atoms, in Å:
Sr -0.178 -0.415 0.036
C -3.028 -0.052 -2.747
C -3.394 0.154 -1.311
C -4.627 0.578 -0.799
C -4.457 0.570 0.567
N -3.204 0.160 0.838
N -2.540 -0.087 -0.319
B -2.568 0.113 2.270
N -1.596 1.323 2.433
C -1.550 2.332 3.325
C -0.455 3.115 3.032
C 0.140 2.508 1.924
C 1.358 2.948 1.176
N -0.549 1.424 1.568
N -1.760 -1.210 2.545
C -1.542 -1.738 3.765
C -0.681 -2.805 3.633
C -0.397 -2.869 2.259
C 0.493 -3.824 1.531
N -1.056 -1.907 1.620
N -3.723 0.108 3.267
C -4.613 -0.912 3.355
C -5.545 -0.580 4.302
C -5.144 0.693 4.763
C -5.790 1.541 5.811
N -4.053 1.096 4.134
H -3.368 0.790 -3.350
H -3.506 -0.951 -3.143
H -1.952 -0.160 -2.870
H -5.510 0.854 -1.349
H -5.147 0.835 1.350
H -2.298 2.415 4.091
H -0.124 3.998 3.553
H 1.946 3.630 1.789
H 1.078 3.471 0.258
H 1.981 2.096 0.899
H -2.014 -1.328 4.643
H -0.312 -3.448 4.413
H 0.108 -4.842 1.600
H 1.494 -3.819 1.965
H 0.569 -3.553 0.477
H -4.516 -1.790 2.736
H -6.390 -1.161 4.630
H -6.679 1.050 6.201
H -6.079 2.509 5.402
H -5.104 1.724 6.639
I -1.289 3.040 -2.117
C 0.336 2.331 -3.169
C 0.606 2.807 -4.437
C 1.760 2.437 -5.094
I 2.076 3.200 -6.990
C 2.730 1.590 -4.457
C 4.000 1.342 -5.004
C 4.917 0.587 -4.320
C 4.516 0.004 -3.121
N 3.319 0.219 -2.628
C 2.421 1.006 -3.207
C 1.159 1.346 -2.486
O 0.787 0.942 -1.361
H -0.083 3.496 -4.905
H 4.255 1.764 -5.966
H 5.916 0.427 -4.700
H 5.150 -0.669 -2.551
C -2.848 -4.653 -3.028
N -1.793 -3.670 -2.834
C -0.943 -3.185 -3.796
C -0.163 -2.260 -3.173
N -0.524 -2.159 -1.849
C -1.506 -3.021 -1.689
H -2.855 -4.960 -4.070
H -3.816 -4.223 -2.780
H -2.675 -5.528 -2.405
H -0.958 -3.551 -4.808
H 0.621 -1.660 -3.606
H -2.026 -3.199 -0.760
O 2.490 -2.480 -1.581
N 2.249 -1.432 -1.224
C 3.455 4.798 6.245
C 2.670 3.537 5.999
C 1.629 3.189 6.851
C 0.873 2.048 6.623
C 1.186 1.225 5.560
C 2.244 1.545 4.714
N 2.528 0.652 3.653
C 3.729 0.022 3.449
C 4.739 0.067 4.423
C 5.916 -0.630 4.260
C 6.143 -1.407 3.124
C 5.178 -1.439 2.143
C 3.980 -0.728 2.276
C 2.996 -0.773 1.173
O 3.530 -1.010 0.009
O 1.783 -0.574 1.360
C 2.973 2.723 4.898
C 4.019 3.168 3.911
H 3.153 5.264 7.181
H 3.302 5.523 5.442
H 4.526 4.594 6.294
H 1.405 3.824 7.699
H 0.054 1.796 7.283
H 0.627 0.315 5.376
H 1.754 0.328 3.093
H 4.563 0.625 5.333
H 6.667 -0.582 5.038
H 7.055 -1.977 3.022
H 5.332 -2.025 1.248
H 4.015 2.551 3.016
H 5.024 3.133 4.340
H 3.835 4.203 3.616

=====

Entry from the Open Molecules 2025 dataset: a structure of composition C44H45IN3O2PdS3Sb2 in a non-equilibrium geometry (ωB97M-V with the def2-TZVPD basis set).

ΔE to the lowest compared entry with this formula, charge and spin: 3.675 eV
F_max: 1.229 eV Å⁻¹
Charge: +3
M: 1220.908 g/mol
Frontier orbital gap: 4.2 eV

Positions of all 101 atoms, in Å:
Pd 0.000 -0.715 0.814
C -2.905 -1.084 -0.688
C -2.953 -1.167 0.839
C -1.648 -1.606 1.442
Sb -0.124 1.944 1.385
C -1.484 3.485 0.990
C -1.158 4.675 0.346
C -2.129 5.655 0.193
C -3.417 5.447 0.664
C -3.744 4.257 1.301
C -2.778 3.279 1.471
C 1.751 2.371 0.530
C 2.580 1.278 0.273
C 3.853 1.460 -0.243
C 4.320 2.744 -0.487
C 3.523 3.839 -0.185
C 2.245 3.659 0.327
Sb -1.501 0.454 -1.035
C -0.077 -0.072 -4.301
C -1.272 0.719 -4.780
C -1.928 0.320 -5.868
C -1.559 -0.927 -6.555
C -0.759 -1.802 -5.954
C -0.286 -1.581 -4.530
C -2.565 2.064 -1.842
C -3.956 2.061 -1.793
C -4.659 3.084 -2.414
C -3.972 4.100 -3.064
C -2.583 4.110 -3.085
C -1.869 3.096 -2.465
H -3.857 -0.829 -1.147
H -2.522 -1.995 -1.141
H -3.695 -1.918 1.146
H -3.282 -0.221 1.281
H -1.336 -2.603 1.145
H -1.560 -1.454 2.518
H -0.169 4.854 -0.049
H -1.878 6.583 -0.303
H -4.168 6.215 0.539
H -4.747 4.099 1.674
H -3.037 2.360 1.989
H 2.268 0.259 0.510
H 4.489 0.606 -0.435
H 5.313 2.894 -0.886
H 3.899 4.841 -0.340
H 1.668 4.534 0.588
H -1.500 1.661 -4.306
H -2.718 0.933 -6.281
H -1.966 -1.128 -7.536
H -0.505 -2.743 -6.426
H 0.682 -2.071 -4.388
H -4.506 1.271 -1.298
H -5.740 3.082 -2.399
H -4.523 4.888 -3.558
H -2.055 4.906 -3.593
H -0.785 3.100 -2.491
O 3.071 -2.848 5.787
C 3.504 -3.487 4.681
C 4.437 -4.517 4.801
C 4.867 -5.211 3.695
C 4.377 -4.903 2.418
C 3.473 -3.889 2.286
C 3.015 -3.137 3.401
C 2.081 -2.084 3.100
O 1.744 -1.767 1.975
N 1.637 -1.297 4.258
N 0.488 -0.828 4.157
C 0.195 -0.007 5.308
S 1.349 0.400 6.438
C 0.154 1.147 7.586
C -1.006 1.707 6.782
S -1.379 0.520 5.458
H 3.532 -3.208 6.556
H 4.815 -4.773 5.784
H 5.586 -6.009 3.819
H 4.716 -5.459 1.557
H 3.084 -3.626 1.311
H 0.670 1.934 8.135
H -0.154 0.371 8.287
H -0.761 2.656 6.305
H -1.902 1.830 7.388
C 1.227 0.392 -5.015
S 0.341 0.319 -2.507
C -1.293 -2.251 -3.606
H 1.672 -0.442 -5.555
H 1.979 0.776 -4.326
H 1.003 1.185 -5.726
H -2.279 -1.788 -3.707
H -0.952 -2.188 -2.575
H -1.393 -3.307 -3.859
I -0.163 -6.794 -0.653
C 0.768 -4.958 -0.801
C 2.065 -4.830 -1.278
C 2.610 -3.559 -1.371
C 1.855 -2.470 -0.980
N 0.608 -2.582 -0.508
C 0.086 -3.810 -0.426
H 2.634 -5.701 -1.575
H 3.611 -3.410 -1.752
H 2.246 -1.465 -1.076
H -0.935 -3.902 -0.079

=====

Entry from the Open Molecules 2025 dataset: a structure of composition C44H45N7O6PbS (ωB97M-V with the def2-TZVPD basis set).

ΔE to the lowest compared entry with this formula, charge and spin: 2.917 eV
F_max: 0.422 eV Å⁻¹
M: 1007.154 g/mol
Frontier orbital gap: 7.1 eV

Positions of all 104 atoms, in Å:
Pb -1.175 -0.120 -0.368
O -4.858 -0.898 2.197
C -3.984 -0.578 1.407
N -2.644 -0.752 1.519
C -2.109 -1.078 2.746
O -2.488 -0.683 3.827
C -0.913 -2.018 2.708
C -0.337 -2.406 3.913
C 0.752 -3.257 3.888
C 1.231 -3.700 2.662
C 0.589 -3.265 1.515
N -0.460 -2.447 1.534
C -4.429 -0.008 0.069
C -5.705 0.528 -0.032
C -6.111 1.075 -1.235
C -5.243 1.034 -2.318
C -4.000 0.459 -2.143
N -3.598 -0.040 -0.974
H -0.754 -2.023 4.834
H 1.225 -3.573 4.810
H 2.077 -4.372 2.598
H 0.922 -3.584 0.531
H -6.339 0.508 0.843
H -7.089 1.528 -1.332
H -5.522 1.446 -3.278
H -3.282 0.401 -2.955
C 0.573 0.988 -3.640
N -0.194 1.374 -2.464
C -0.710 2.551 -2.426
C -1.525 2.999 -1.349
C -2.139 4.245 -1.186
C -2.886 4.166 -0.009
C -2.696 2.874 0.486
N -1.881 2.163 -0.308
C 2.070 1.203 -3.519
C 2.953 0.148 -3.727
C 4.324 0.335 -3.612
C 4.831 1.583 -3.281
C 3.958 2.646 -3.083
C 2.589 2.456 -3.208
H 0.225 1.538 -4.525
H 0.394 -0.075 -3.807
H -0.565 3.255 -3.256
H -2.044 5.092 -1.850
H -3.487 4.940 0.443
H -3.110 2.438 1.386
H 2.558 -0.832 -3.974
H 4.999 -0.497 -3.770
H 5.899 1.726 -3.176
H 4.346 3.624 -2.822
H 1.911 3.288 -3.052
C -0.904 -2.815 -5.051
N -1.890 -3.436 -4.191
C -2.540 -4.634 -4.689
C -3.911 -4.751 -4.055
C -3.727 -4.800 -2.554
N -2.879 -3.711 -2.094
C -2.949 -3.453 -0.664
C -2.001 -3.028 -2.883
O -1.340 -2.069 -2.462
H -1.340 -2.618 -6.032
H -0.026 -3.456 -5.181
H -0.592 -1.879 -4.604
H -1.941 -5.527 -4.466
H -2.619 -4.551 -5.773
H -4.430 -5.644 -4.404
H -4.501 -3.873 -4.326
H -3.288 -5.761 -2.260
H -4.690 -4.712 -2.048
H -3.928 -3.053 -0.390
H -2.185 -2.746 -0.369
H -2.788 -4.386 -0.117
C 2.639 -0.066 0.142
C 3.159 0.937 0.843
C 2.634 2.349 0.672
C 3.557 3.400 1.210
C 4.633 3.108 1.937
C 4.979 1.730 2.271
C 4.274 0.717 1.760
H 3.007 -1.079 0.268
H 1.821 0.084 -0.550
H 2.453 2.532 -0.383
H 3.269 4.423 0.994
H 5.270 3.902 2.308
H 5.816 1.548 2.933
H 4.527 -0.312 1.993
C 4.463 1.697 7.002
C 3.489 1.697 5.853
C 3.006 0.506 5.323
C 2.130 0.509 4.248
C 1.735 1.722 3.713
C 2.181 2.929 4.238
C 3.064 2.908 5.300
S 0.587 1.760 2.379
O 1.285 2.597 1.241
O -0.543 2.528 2.770
O 0.416 0.402 1.917
H 4.672 0.684 7.342
H 4.069 2.271 7.842
H 5.403 2.164 6.700
H 3.318 -0.435 5.761
H 1.748 -0.410 3.819
H 1.826 3.858 3.811
H 3.427 3.839 5.721

=====

Entry from the Open Molecules 2025 dataset: a structure of composition C44H46BiF2N7Se (ωB97M-V with the def2-TZVPD basis set).

F_max: 0.839 eV Å⁻¹
Charge: +2
M: 998.837 g/mol
Frontier orbital gap: 7.4 eV

Positions of all 101 atoms, in Å:
Bi -1.067 -0.743 -1.323
C -1.001 -3.864 0.356
N -1.170 -3.547 -1.062
C -2.499 -3.865 -1.575
C -3.590 -2.918 -1.115
C -4.796 -3.420 -0.650
C -5.816 -2.544 -0.310
C -5.608 -1.180 -0.441
C -4.377 -0.749 -0.899
N -3.399 -1.595 -1.230
C -0.083 -4.136 -1.856
C 1.219 -3.356 -1.795
C 2.410 -3.967 -1.434
C 3.597 -3.250 -1.528
C 3.557 -1.938 -1.967
C 2.323 -1.385 -2.263
N 1.183 -2.072 -2.184
C -1.707 -2.966 1.347
C -2.166 -3.516 2.540
C -2.712 -2.688 3.505
C -2.776 -1.324 3.257
C -2.296 -0.858 2.049
N -1.782 -1.654 1.110
H -1.294 -4.905 0.554
H 0.069 -3.789 0.580
H -2.465 -3.796 -2.666
H -2.797 -4.892 -1.326
H -4.937 -4.488 -0.554
H -6.762 -2.924 0.052
H -6.379 -0.467 -0.188
H -4.158 0.307 -1.016
H 0.102 -5.176 -1.560
H -0.391 -4.160 -2.903
H 2.416 -4.994 -1.093
H 4.538 -3.720 -1.275
H 4.454 -1.344 -2.074
H 2.231 -0.352 -2.578
H -2.083 -4.581 2.714
H -3.074 -3.098 4.439
H -3.188 -0.636 3.983
H -2.307 0.203 1.819
F -2.402 4.570 -0.099
C -2.103 3.700 -1.066
C -1.993 2.356 -0.752
C -1.689 1.435 -1.740
C -1.501 1.861 -3.071
C -1.561 3.238 -3.317
F -1.312 3.736 -4.535
C -1.866 4.166 -2.340
C -1.332 0.841 -4.134
C -1.321 1.104 -5.505
C -1.259 0.054 -6.407
C -1.207 -1.252 -5.943
C -1.196 -1.442 -4.580
N -1.254 -0.434 -3.708
H -2.143 2.058 0.280
H -1.915 5.217 -2.589
H -1.373 2.110 -5.880
H -1.254 0.264 -7.468
H -1.175 -2.094 -6.619
H -1.123 -2.434 -4.151
C 1.246 -2.304 4.305
C 2.355 -1.341 4.727
C 2.525 -0.161 3.769
C 1.268 0.704 3.689
N 1.403 1.821 2.758
C 1.281 1.759 1.419
Se 1.012 0.164 0.453
N 1.481 2.985 0.904
C 1.446 3.351 -0.505
C 2.794 3.814 -1.062
C 3.827 2.707 -1.280
C 4.423 2.126 0.005
C 1.693 3.881 1.946
C 1.885 5.257 1.958
C 2.048 5.854 3.193
C 2.020 5.109 4.377
C 1.820 3.742 4.365
C 1.646 3.140 3.126
H 1.288 -3.219 4.895
H 1.351 -2.565 3.247
H 0.258 -1.866 4.449
H 3.303 -1.878 4.766
H 2.160 -0.971 5.738
H 2.761 -0.536 2.773
H 3.362 0.461 4.098
H 1.057 1.129 4.669
H 0.409 0.110 3.376
H 0.710 4.148 -0.624
H 1.099 2.478 -1.056
H 3.225 4.578 -0.411
H 2.578 4.287 -2.023
H 4.638 3.132 -1.874
H 3.375 1.907 -1.875
H 4.706 2.921 0.698
H 5.324 1.556 -0.221
H 3.725 1.456 0.509
H 1.904 5.841 1.048
H 2.199 6.923 3.248
H 2.152 5.617 5.322
H 1.798 3.176 5.286